1.
Below is an isolated molecule of C4H7NOS in a non-equilibrium geometry, with properties calculated with ωB97M-V/def2-TZVPD.

Last column: Mulliken charge in e.
Atoms and positions in Å:
H 0.2708 0.6387 -1.8604  0.29
C 0.2072 -0.4528 -1.6376  -0.81
C 0.2038 1.5093 0.8464  -0.09
H -1.3125 -1.4450 1.0284  0.25
H 1.6876 -0.3645 -0.1682  0.39
O -1.9471 0.2053 2.1217  -0.53
C -1.2100 -0.3464 1.3063  0.24
H -0.8331 -0.8292 -1.7049  0.28
H 0.5267 -1.6373 0.0692  0.37
H -0.5422 1.9716 1.4970  0.32
N -0.1482 0.2207 0.6813  0.09
S 1.5748 2.2602 0.3391  -0.26
H 0.8723 -1.0969 -2.3042  0.30
C 0.6498 -0.6335 -0.2141  -0.84

Values from the calculation:
Charge = 0
SMILES = CCN(C=O)C=S



2.
Below is an isolated molecule of C4H7NOS in a non-equilibrium geometry, with properties calculated with ωB97M-V/def2-TZVPD.

Last column: Mulliken charge in e.
Atoms and positions in Å:
H 1.9632 -0.2970 -2.5324  0.26
O -1.3970 0.9881 1.7559  -0.63
N 0.4823 0.3486 0.5326  -0.09
H 2.8431 0.4995 -1.0569  0.28
H -0.9591 -1.8762 0.2571  0.36
H -0.1926 -0.3198 -1.6126  0.14
C -1.5796 -0.9320 0.3776  -1.30
C -0.8894 0.1396 0.9988  0.89
H 0.1178 1.7626 1.9241  0.26
H -2.1990 -0.8413 -0.5049  0.33
H -2.2691 -0.9979 1.2187  0.34
S 1.3161 1.7048 1.1189  -0.25
C 1.9910 -0.0544 -1.5119  -0.75
C 0.7722 -0.1247 -0.9650  0.15

Values from the calculation:
Charge = 0
SMILES = C=CN(S)C(C)=O



3.
Below is an isolated molecule of C4H7NOS in a non-equilibrium geometry, with properties calculated with ωB97M-V/def2-TZVPD.

Last column: Mulliken charge in e.
Atoms and positions in Å:
H -0.0237 1.9031 0.7494  0.23
C -0.7442 -1.4148 0.5347  -1.02
H -0.1206 1.1542 -1.6689  0.36
H -0.5607 -1.2450 1.6157  0.24
S -2.3853 0.7527 0.1432  -0.16
H 1.6206 1.6557 1.3203  0.24
H -1.5625 -2.1434 0.5267  0.39
N 0.9833 1.5354 0.5693  -0.39
H 0.2871 -0.6629 -1.8441  0.30
O 2.2240 -0.2010 -0.1738  -0.61
C 1.2507 0.5274 -0.2958  0.62
C 0.1490 0.2396 -1.2489  -0.71
H -0.0205 -1.8710 -0.0824  0.34
C -1.0972 -0.2300 -0.1455  0.17

Values from the calculation:
Charge = 0
SMILES = CC(=S)CC(N)=O



4.
Below is an isolated molecule of C4H7NOS in a non-equilibrium geometry, with properties calculated with ωB97M-V/def2-TZVPD.

Last column: Mulliken charge in e.
Atoms and positions in Å:
C 0.5201 0.0926 0.4633  0.21
C 0.7828 -1.3222 0.9235  -1.36
S -2.3905 1.1563 -1.7405  -0.40
H 1.6297 -1.7219 0.3979  0.35
H -0.0487 -1.9858 0.6868  0.34
N 0.0777 0.3089 -0.9558  0.21
O 0.5918 -0.1555 -2.1392  -0.40
C -1.1601 0.8411 -0.7696  0.05
H -1.5785 0.2380 1.2242  0.27
H 1.4463 0.6521 0.5880  0.28
H 0.9767 -1.3752 2.0046  0.34
H 0.6879 0.6603 -2.6558  0.35
C -0.8008 0.8120 0.7579  -0.51
H -0.7344 1.7993 1.2148  0.26

Values from the calculation:
Charge = 0
SMILES = C[C@@H]1CC(=S)N1O



5.
Below is a structure of composition C4H7NOS2 in a non-equilibrium geometry, with properties calculated with ωB97M-V/def2-TZVPD.

Last column: Mulliken charge in e.
Atoms and positions in Å:
H 0.1863 1.1167 0.0455  0.28
C 0.2311 -1.0509 -1.7343  -0.77
C 1.2467 -0.4007 -2.3938  0.17
H -0.1133 -1.9868 -2.2384  0.35
H 0.5964 0.5985 3.9091  0.26
H 0.6955 -1.2012 -0.7029  0.33
C -0.9835 0.8567 0.0201  -0.24
N 0.0609 0.6580 2.0598  -0.26
H 1.2158 -0.2985 -3.5990  0.24
C -0.1563 0.0579 3.2177  -0.23
H -1.1103 -0.5095 3.4947  0.28
O -1.2927 0.2896 1.3146  -0.26
H -1.5482 1.9504 -0.3587  0.23
S -1.4943 0.0276 -1.5103  -0.06
S 2.4661 -0.1078 -1.5241  -0.33

Values from the calculation:
Charge = 0



6.
Below is a structure of composition C4H7NOS2 in a non-equilibrium geometry, with properties calculated with ωB97M-V/def2-TZVPD.

Last column: Mulliken charge in e.
Atoms and positions in Å:
H 3.1182 1.4193 -0.8174  0.26
S -2.9997 -0.3676 -0.2109  -0.27
N -0.5289 -1.1842 0.6481  -0.56
C 2.3072 0.5743 -0.1117  0.15
C -1.3159 -0.1719 0.0318  0.22
O 1.9874 -0.7101 -0.9433  -0.39
H -1.1300 -2.0435 0.6608  0.32
H 0.3780 -1.5218 0.2186  0.20
C 3.1570 -0.8311 0.0935  -0.38
H 4.1182 -0.8928 -0.3483  0.30
H 0.9811 -0.0369 1.4756  0.47
S -0.4603 1.2789 -0.1155  -0.09
C 1.0902 0.8431 0.7762  -0.86
H 1.3117 1.6930 1.3585  0.46
H 2.9553 -1.7142 0.9447  0.17

Values from the calculation:
Charge = 0



7.
Below is an isolated molecule of C4H7NOS2 in a non-equilibrium geometry, with properties calculated with ωB97M-V/def2-TZVPD.

Last column: Mulliken charge in e.
Atoms and positions in Å:
O -0.4729 -0.5094 0.5340  -0.15
H -0.7524 -0.1500 -1.6664  0.14
C 0.1973 -2.0434 -1.6061  0.31
H -1.8132 0.9099 1.5349  0.28
N 0.9581 -0.6429 0.3868  -0.49
C -0.6845 0.7136 1.3972  -0.30
C -0.1435 2.1034 0.7483  -0.93
H 0.1473 2.6255 1.7880  0.30
S 0.5380 -3.5963 -2.0961  -0.23
H 0.8341 2.0330 0.2832  0.32
H 2.2404 -1.9992 -0.8315  0.28
C 1.1794 -1.4977 -0.5743  -0.06
H -0.9473 2.5772 0.1072  0.27
S -1.1334 -1.2202 -2.3469  -0.10
H -0.1474 0.6963 2.3418  0.35

Values from the calculation:
Charge = 0
SMILES = CCO/N=C\C(=S)S



8.
Below is a structure of composition C4H7NS in a non-equilibrium geometry, with properties calculated with ωB97M-V/def2-TZVPD.

Last column: Mulliken charge in e.
Atoms and positions in Å:
C 2.1905 0.5713 1.1931  -1.39
H -1.7285 -1.5929 -1.6030  0.35
H -1.5410 1.0660 -0.3135  0.36
S 4.0511 1.9849 0.7779  -0.32
H -1.5644 -1.7945 -0.0153  0.33
C 1.0533 0.2067 0.4823  0.84
H -0.9627 0.5114 -1.7675  0.35
H 1.7827 1.2352 1.9457  0.33
C -1.1361 0.2554 -0.7850  -0.34
H -3.0171 -1.0214 -0.6475  0.33
H 2.8985 -0.3301 1.3873  0.34
C -1.9754 -1.0632 -0.7326  -1.06
N -0.0507 -0.0288 0.0780  -0.12

Values from the calculation:
Charge = 0



9.
Below is an isolated molecule of C4H7NS in a non-equilibrium geometry, with properties calculated with ωB97M-V/def2-TZVPD.

Last column: Mulliken charge in e.
Atoms and positions in Å:
H 2.0470 -0.8145 0.3382  0.25
C -1.5488 -0.9475 -0.6172  -0.50
H -0.9490 -1.6593 -0.0340  0.24
H -1.9532 -1.5560 -1.3489  0.40
C 0.5529 0.8324 0.2329  -0.46
S -0.4290 0.3267 -1.2555  -0.09
H 2.4483 0.4591 -0.8293  0.36
H 0.0520 0.5256 1.1820  0.30
C 2.0470 0.2902 0.1185  -1.13
H 0.6804 1.8760 0.2268  0.36
N -3.2237 0.2825 1.0069  -0.40
H 2.7986 0.7237 0.6584  0.42
C -2.5224 -0.3390 0.3213  0.26

Values from the calculation:
Charge = 0
SMILES = CCSCC#N



10.
Below is an isolated molecule of C4H7NS in a non-equilibrium geometry, with properties calculated with ωB97M-V/def2-TZVPD.

Last column: Mulliken charge in e.
Atoms and positions in Å:
H 1.3507 0.7124 -0.7995  0.27
C 0.9802 -0.1354 -0.1818  -0.18
H 1.4507 1.0381 1.8783  0.31
C 0.6611 0.6454 1.1612  -0.27
S -3.0223 1.1918 1.6085  -0.18
H -2.4275 2.4107 1.0908  0.13
H -0.2745 -1.0763 -1.5437  0.35
C -1.5856 0.3249 1.9836  -0.12
H -1.1731 -0.2262 -0.3298  0.21
H 1.7587 -1.0098 -0.1133  0.24
N -0.4640 0.7552 1.6701  -0.05
C -0.2721 -0.8717 -0.4888  -1.05
H -0.4458 -1.7446 0.1301  0.33

Values from the calculation:
Charge = 0



11.
Below is an isolated molecule of C4H7NS in a non-equilibrium geometry, with properties calculated with ωB97M-V/def2-TZVPD.

Last column: Mulliken charge in e.
Atoms and positions in Å:
H -1.9075 0.8405 0.0395  0.26
H -0.5293 0.3833 2.1693  0.42
H -1.9502 -0.9984 0.1648  0.32
S 0.8079 -1.4335 1.2675  -0.20
N -0.4789 -0.2440 -1.1958  -0.46
C -1.3284 -0.0994 0.0083  -0.62
H 1.6502 -0.0817 -1.5274  0.34
H 1.8163 0.8254 1.0656  0.44
H -0.3502 -1.1811 -1.4374  0.33
C 0.8414 0.3469 -0.9294  -0.73
C -0.3248 -0.0247 1.1316  -0.16
C 1.0149 0.2825 0.5241  -0.20
H 0.7387 1.3842 -1.2806  0.26

Values from the calculation:
Charge = 0
SMILES = C1NC[C@H]2S[C@@H]12



12.
Below is an isolated molecule of C4H7NS in a non-equilibrium geometry, with properties calculated with ωB97M-V/def2-TZVPD.

Last column: Mulliken charge in e.
Atoms and positions in Å:
H 0.6828 2.0263 0.3512  0.32
H 0.6973 -1.9796 -0.7189  0.36
C 0.2972 -1.2660 -0.0202  -0.49
C 0.3440 1.1795 -0.2304  -0.43
C 1.2373 -0.0129 -0.0213  0.09
H 0.2855 -1.7760 0.9435  0.29
H -1.8523 1.2321 -0.1551  0.36
H -1.7700 -1.2894 0.1252  0.27
S 2.8690 -0.0733 -0.0474  -0.25
N -1.0527 -0.7464 -0.3973  -0.52
C -1.0125 0.6340 0.1745  -0.54
H -1.0732 0.5553 1.2780  0.30
H 0.3476 1.5164 -1.2817  0.25

Values from the calculation:
Charge = 0
SMILES = S=C1CCNC1



13.
Below is an isolated molecule of C4H7NS in a non-equilibrium geometry, with properties calculated with ωB97M-V/def2-TZVPD.

Last column: Mulliken charge in e.
Atoms and positions in Å:
C -1.6634 -0.4768 -0.3176  -0.36
C -0.4349 -0.0911 0.5056  0.17
C 0.9001 -0.8382 0.1424  -0.58
H -0.7660 -0.0733 1.5597  0.41
H 0.8022 -1.6487 -0.6307  0.31
H 1.1475 -1.4041 1.0588  0.24
S -3.0613 0.2233 0.0348  -0.24
H 1.9998 0.4415 -0.9955  0.23
H 0.4111 1.9892 0.7472  0.25
H -1.3827 -1.2396 -1.0521  0.25
N 1.6283 0.3642 -0.1157  -0.48
H 0.0746 1.5869 -0.9510  0.29
C 0.3448 1.1668 0.0141  -0.48

Values from the calculation:
Charge = 0
SMILES = S=CC1CNC1



14.
Below is a structure of composition C4H7NS in a non-equilibrium geometry, with properties calculated with ωB97M-V/def2-TZVPD.

Last column: Mulliken charge in e.
Atoms and positions in Å:
H 2.4548 -0.4558 -1.3622  0.24
C 0.1471 -0.0159 0.9113  0.02
H 0.8591 -1.2527 -1.4695  0.28
N 0.9369 0.3311 -0.1647  -0.44
S -0.6066 1.2864 -1.6518  -0.10
H -2.7328 1.2360 -0.5859  0.42
H 0.7118 0.5182 1.7103  0.25
H -1.9800 0.2746 1.6990  0.28
H 1.6651 -1.4559 -0.0049  0.46
C -1.2982 0.4335 0.7982  -0.62
C 1.5479 -0.7525 -0.7775  -0.80
C -1.7651 0.9213 -0.3922  -0.29
H 0.0598 -1.0683 1.2901  0.30

Values from the calculation:
Charge = 0



15.
Below is an isolated molecule of C4H7NS in a non-equilibrium geometry, with properties calculated with ωB97M-V/def2-TZVPD.

Last column: Mulliken charge in e.
Atoms and positions in Å:
C 2.0935 0.2513 0.5125  -0.79
H -0.3942 -1.3479 -1.0371  0.30
H -0.3506 1.3325 -0.6355  0.29
H 1.7097 1.0146 1.1763  0.29
H -2.4379 1.7649 -0.1598  0.27
H 1.9046 -1.4277 -0.6145  0.30
H -0.5807 -1.2268 0.7306  0.35
S -3.2998 -0.4280 0.2848  -0.33
N -0.8450 0.5327 -0.2746  -0.17
C -2.1692 0.6914 -0.1454  -0.18
C 1.3602 -0.6724 -0.0884  -0.22
C -0.1435 -0.7496 -0.1225  -0.37
H 3.1529 0.2650 0.3736  0.27

Values from the calculation:
Charge = 0
SMILES = C=CCNC=S



16.
Below is an isolated molecule of C4H7NS in a non-equilibrium geometry, with properties calculated with ωB97M-V/def2-TZVPD.

Last column: Mulliken charge in e.
Atoms and positions in Å:
C -0.2558 -0.9569 -1.9204  -0.97
N -0.0710 -0.7617 0.5894  -0.18
C 0.8904 0.2272 0.3386  -0.23
H 0.8587 -1.1509 -2.1777  0.27
H -0.7377 -2.5960 -0.3055  0.30
H -0.2390 0.2488 -1.8266  0.24
H -1.8378 0.3441 -0.0156  0.27
H 1.8476 -0.0877 -0.0713  0.31
S 0.8029 1.7763 0.7890  -0.26
H -0.8999 -1.3150 -2.8139  0.28
C -0.6827 -1.5115 -0.5004  0.11
H -2.1293 -1.2180 1.1043  0.20
C -1.4873 -0.6444 0.3083  -0.34

Values from the calculation:
Charge = 0
SMILES = C[C@@H]1CN1C=S



17.
Below is an isolated molecule of C4H7NS in a non-equilibrium geometry, with properties calculated with ωB97M-V/def2-TZVPD.

Last column: Mulliken charge in e.
Atoms and positions in Å:
H -0.0956 1.2440 1.4595  0.33
H 2.0675 1.6669 0.2761  0.31
C -0.7877 0.5783 -0.5946  -0.64
C 0.1787 0.4880 0.7074  0.22
S 2.5647 -0.5474 -0.1586  -0.25
H -0.1789 0.7489 -1.5060  0.25
C -1.0761 -0.9578 -0.2910  -0.35
H 0.4232 -1.5495 0.8499  0.31
N -0.3281 -0.8585 0.9622  -0.59
H -2.1254 -1.2106 -0.3053  0.28
H -1.5527 1.3531 -0.6429  0.31
C 1.5462 0.6666 0.2640  -0.42
H -0.6356 -1.6219 -1.0206  0.24

Values from the calculation:
Charge = 0
SMILES = S=C[C@H]1CCN1



Energy above the lowest of the compared OMol25 structures with the same formula, charge and spin / kJ/mol: 62.95; 289.54; 123.54; 257.38; 639.86; 420.41; 413.91; 508.56; 120.59; 315.12; 99.14; 96.74; 237.98; 365.42; 110.24; 234.19; 211.95